ORCA calculation (wB97M-V/def2-TZVPD) on a molecular structure, C20H14Br2MgN5O2S2.

- ΔE to the lowest compared entry with this formula, charge and spin (eV) = 0.340
- HOMO level (eV) = -4.4
- orbital gap (eV) = 6.84

```
! RIJCOSX wB97M-V def2-TZVPD def2/J DEFGRID3
* xyz -1 1
Mg -0.40 0.87 1.19
N -0.28 4.79 -0.69
C -0.68 3.61 -0.12
S -0.41 3.42 1.60
N -1.26 2.77 -0.94
N -1.59 1.56 -0.33
C -2.47 0.86 -0.93
C -2.93 -0.46 -0.48
C -3.87 -1.12 -1.28
C -4.36 -2.37 -0.98
C -3.89 -3.00 0.18
C -2.97 -2.38 1.00
C -2.46 -1.09 0.71
O -1.59 -0.55 1.51
H 0.42 5.28 -0.17
H -0.14 4.74 -1.69
H -2.90 1.26 -1.85
H -4.21 -0.61 -2.18
H -5.08 -2.86 -1.62
H -4.26 -3.99 0.45
H -2.60 -2.86 1.90
Br 4.27 1.97 0.51
C 3.49 0.59 -0.53
C 4.28 -0.07 -1.48
C 3.76 -1.06 -2.25
Br 4.89 -1.94 -3.51
C 2.39 -1.44 -2.12
C 1.74 -2.43 -2.90
C 0.42 -2.68 -2.71
C -0.29 -1.94 -1.74
N 0.28 -1.03 -0.99
C 1.60 -0.77 -1.16
C 2.15 0.27 -0.30
O 1.43 0.84 0.60
H 5.32 0.22 -1.60
H 2.31 -2.97 -3.65
H -0.10 -3.43 -3.30
H -1.35 -2.12 -1.57
S 2.91 0.84 4.46
C 1.78 2.03 4.94
C 0.61 1.83 4.29
N 0.58 0.74 3.43
C 1.74 0.14 3.43
H 2.03 2.81 5.64
H -0.28 2.44 4.40
H 1.97 -0.73 2.83
*
```

***

ORCA calculation (wB97M-V/def2-TZVPD) on 2 unconnected molecules or ions with the total composition C12H17N.

- ΔE to the lowest compared entry with this formula, charge and spin (eV) = 1.398
- HOMO level (alpha / beta) (eV) = -13.2 / -13.2
- orbital gap (alpha / beta) (eV) = 9.43 / 6.05

```
! RIJCOSX wB97M-V def2-TZVPD def2/J DEFGRID3
* xyz 1 2
C -1.42 -0.55 2.95
C -0.61 -1.11 0.52
C -0.44 -0.67 1.90
C 0.73 -1.21 0.01
C 0.87 -0.26 2.04
C -1.72 -1.29 -0.27
C -1.50 -1.63 -1.63
C -0.19 -1.60 -2.05
C 1.00 -1.58 -1.31
N 1.56 -0.50 0.88
H -2.68 -1.35 0.21
H -2.22 -1.93 -2.36
H -0.03 -1.84 -3.11
H -2.22 -1.29 2.95
H -1.94 0.43 2.99
H 1.42 0.09 2.89
H 2.55 -0.73 0.92
H 1.96 -1.64 -1.79
H -0.97 -0.60 3.94
C 0.15 3.17 -1.04
C -0.14 1.85 -1.70
C 1.46 3.19 -0.21
H -0.63 3.54 -0.36
H 0.30 4.02 -1.72
H -0.43 1.90 -2.76
H 0.72 1.18 -1.63
H 1.36 3.56 0.81
H 2.36 3.49 -0.74
H -0.99 1.30 -1.29
H 1.70 2.13 0.03
*
```

***

ORCA calculation (wB97M-V/def2-TZVPD) on 8 unconnected molecules or ions with the total composition C29H56Cl2O21.

- HOMO level (eV) = -10.4
- orbital gap (eV) = 10.71
- SMILES = CCOC(=O)OC.CCOC(=O)OC.CCOC(=O)OC.CCOC(=O)OC.CCOC(=O)OC.CCOC(=O)OC.O=C1OCCO1.ClCCCl

```
! RIJCOSX wB97M-V def2-TZVPD def2/J DEFGRID3
* xyz 0 1
C -4.08 5.25 -0.75
C -4.32 4.27 0.37
O -3.07 3.89 0.96
C -3.16 3.00 1.96
O -4.14 2.77 2.61
O -1.97 2.46 2.13
C -1.81 1.47 3.14
H -5.00 5.33 -1.33
H -3.34 4.82 -1.44
H -3.64 6.19 -0.44
H -4.85 3.38 0.02
H -4.95 4.68 1.17
H -0.76 1.23 3.26
H -2.29 0.55 2.81
H -2.25 1.80 4.08
C 1.64 -3.87 1.23
C 1.81 -2.45 0.83
O 0.49 -1.96 0.56
C 0.42 -0.72 0.08
O 1.35 0.00 -0.12
O -0.85 -0.45 -0.18
C -1.15 0.83 -0.70
H 0.97 -4.39 0.56
H 1.26 -3.96 2.25
H 2.58 -4.42 1.23
H 2.45 -2.29 -0.04
H 2.24 -1.90 1.67
H -2.12 0.79 -1.17
H -0.51 0.96 -1.59
H -0.87 1.72 -0.14
C -3.31 -0.38 -3.54
C -4.51 -0.74 -2.68
O -4.73 0.35 -1.79
C -5.75 0.22 -0.94
O -6.46 -0.74 -0.85
O -5.84 1.34 -0.23
C -6.54 1.30 1.00
H -2.99 -1.28 -4.06
H -2.45 -0.14 -2.92
H -3.49 0.42 -4.25
H -4.31 -1.66 -2.14
H -5.35 -0.97 -3.34
H -7.47 0.73 0.92
H -6.70 2.30 1.36
H -5.93 0.80 1.76
C 3.10 7.86 -0.82
C 2.10 7.43 -1.89
O 2.64 6.25 -2.55
C 2.25 5.02 -2.20
O 2.95 4.07 -2.39
O 1.04 5.00 -1.64
C 0.70 3.79 -0.95
H 2.82 7.38 0.12
H 3.09 8.94 -0.70
H 4.12 7.61 -1.12
H 2.01 8.16 -2.69
H 1.14 7.19 -1.45
H -0.31 3.83 -0.57
H 1.45 3.61 -0.18
H 0.82 2.96 -1.65
C 2.41 0.66 4.14
C 2.31 -0.25 5.36
O 1.24 -1.18 5.09
C 1.15 -2.23 5.91
O 1.74 -2.36 6.95
O 0.23 -3.05 5.42
C 0.13 -4.30 6.07
H 1.62 1.40 4.17
H 2.35 0.07 3.22
H 3.41 1.09 4.15
H 1.98 0.38 6.19
H 3.22 -0.80 5.55
H -0.45 -4.97 5.43
H -0.42 -4.22 7.01
H 1.11 -4.76 6.20
C -0.23 -2.78 -3.14
C 1.12 -3.43 -3.41
O 2.05 -2.85 -2.50
C 3.34 -3.04 -2.74
O 3.81 -3.82 -3.52
O 4.03 -2.21 -1.95
C 5.43 -2.57 -1.79
H -0.63 -3.16 -2.20
H -1.00 -3.00 -3.87
H -0.10 -1.70 -3.04
H 1.49 -3.41 -4.43
H 1.03 -4.49 -3.17
H 5.51 -3.61 -1.49
H 5.85 -1.94 -1.02
H 5.90 -2.32 -2.74
O -2.88 -4.80 -3.11
C -2.17 -5.35 -2.35
O -0.86 -5.61 -2.58
C -0.25 -6.21 -1.45
C -1.41 -6.33 -0.42
O -2.53 -5.84 -1.14
H 0.18 -7.17 -1.74
H 0.51 -5.57 -1.01
H -1.16 -5.67 0.41
H -1.61 -7.33 -0.06
Cl 6.06 2.81 -0.43
C 5.34 1.44 -1.29
C 4.16 0.80 -0.63
Cl 4.52 0.02 0.92
H 6.11 0.70 -1.52
H 5.02 1.80 -2.27
H 3.80 0.03 -1.31
H 3.33 1.49 -0.53
*
```

***

ORCA calculation (wB97M-V/def2-TZVPD) on a molecular structure, CH2O5P.

- ΔE to the lowest compared entry with this formula, charge and spin (eV) = 1.071
- HOMO level (eV) = -4.5
- orbital gap (eV) = 8.42

```
! RIJCOSX wB97M-V def2-TZVPD def2/J DEFGRID3
* xyz -1 1
C 1.54 -0.58 0.55
O 1.77 -0.01 -0.53
O 2.22 -1.29 1.25
O -0.85 -0.11 -1.34
O -1.91 0.74 0.70
O 0.19 -0.33 1.01
P -0.41 0.79 0.00
H 0.00 -0.34 -1.74
H -2.54 1.13 0.10
*
```

***

ORCA calculation (wB97M-V/def2-TZVPD) on a molecular structure, C30H36BN9O6SV.

- ΔE to the lowest compared entry with this formula, charge and spin (eV) = 1.556
- HOMO level (alpha / beta) (eV) = -4.8 / -5.8
- orbital gap (alpha / beta) (eV) = 7.29 / 8.21

```
! RIJCOSX wB97M-V def2-TZVPD def2/J DEFGRID3
* xyz -1 3
V 0.00 0.28 0.04
C 1.07 0.07 3.42
C 1.59 -0.94 2.46
C 2.58 -1.89 2.73
C 2.69 -2.64 1.57
C 3.65 -3.75 1.31
N 1.79 -2.15 0.69
N 1.14 -1.11 1.23
B 1.50 -2.70 -0.72
N 1.69 -1.56 -1.73
N 0.93 -0.46 -1.72
C 1.30 0.29 -2.75
C 0.73 1.62 -3.09
C 2.32 -0.35 -3.45
C 2.54 -1.53 -2.76
C 3.54 -2.59 -3.09
N 0.05 -3.21 -0.86
N -0.98 -2.37 -1.01
C -2.05 -3.09 -1.27
C -3.41 -2.52 -1.52
C -1.71 -4.45 -1.29
C -0.36 -4.49 -1.03
C 0.52 -5.69 -0.93
H 0.86 -0.41 4.38
H 1.81 0.86 3.59
H 0.15 0.52 3.04
H 3.15 -2.00 3.63
H 4.29 -3.88 2.18
H 3.14 -4.69 1.09
H 4.27 -3.50 0.45
H 2.25 -3.58 -0.96
H -0.34 1.64 -2.92
H 1.21 2.38 -2.46
H 0.94 1.85 -4.13
H 2.82 0.00 -4.33
H 4.12 -2.26 -3.96
H 4.22 -2.76 -2.26
H 3.05 -3.53 -3.33
H -3.33 -1.48 -1.85
H -3.93 -3.10 -2.28
H -4.01 -2.54 -0.61
H -2.38 -5.28 -1.47
H -0.08 -6.58 -1.06
H 1.30 -5.67 -1.70
H 1.01 -5.73 0.04
O -1.38 0.80 -1.09
N -2.57 0.48 -0.73
N -2.55 -0.13 0.40
O -1.39 -0.41 0.91
C -3.70 -0.45 1.09
C -3.60 -1.18 2.28
C -4.73 -1.47 3.00
C -5.98 -1.04 2.56
C -6.08 -0.32 1.38
C -4.95 -0.02 0.64
H -2.62 -1.48 2.60
H -4.65 -2.04 3.92
H -6.86 -1.25 3.14
H -7.04 0.03 1.04
H -5.01 0.56 -0.27
C -2.71 7.18 -2.43
C -2.36 6.12 -1.42
C -1.70 4.97 -1.83
C -1.38 3.97 -0.92
C -1.70 4.14 0.41
C -2.34 5.29 0.84
C -2.67 6.28 -0.08
S -1.46 2.80 1.60
O -1.22 3.45 2.88
O -2.67 2.03 1.53
N -0.16 1.96 1.15
C 1.00 2.77 1.35
C 2.18 2.07 0.67
O 3.33 2.44 0.87
O 1.82 1.13 -0.09
H -3.15 6.73 -3.32
H -1.81 7.71 -2.73
H -3.41 7.91 -2.01
H -1.44 4.86 -2.88
H -0.88 3.07 -1.23
H -2.55 5.39 1.89
H -3.18 7.18 0.26
H 1.20 2.92 2.42
H 0.87 3.77 0.90
*
```

***

ORCA calculation (wB97M-V/def2-TZVPD) on 2 unconnected molecules or ions with the total composition C5H10NS.

- ΔE to the lowest compared entry with this formula, charge and spin (eV) = 7.297
- HOMO level (alpha / beta) (eV) = -12.6 / -12.6
- orbital gap (alpha / beta) (eV) = 8.35 / 8.35

```
! RIJCOSX wB97M-V def2-TZVPD def2/J DEFGRID3
* xyz 1 1
C 1.43 0.49 -0.32
C -0.16 -0.77 0.75
C -0.62 0.96 -1.81
C 0.96 1.88 -0.06
C -0.94 -2.29 2.89
N 0.71 1.22 -1.39
S 0.54 -1.79 1.87
H -1.20 1.90 -2.05
H -0.61 0.14 -2.50
H -1.03 0.51 -0.92
H 1.69 2.73 -0.01
H 0.08 2.22 0.31
H 2.38 -0.03 -0.39
H -0.46 -3.01 3.61
H -1.61 -2.92 2.26
H -1.32 -1.31 3.17
H 1.38 1.63 -2.07
*
```

***

ORCA calculation (wB97M-V/def2-TZVPD) on a molecular structure, C31H50AsN4O10PSTa.

- ΔE to the lowest compared entry with this formula, charge and spin (eV) = 0.490
- HOMO level (eV) = -10.2
- orbital gap (eV) = 7.45

```
! RIJCOSX wB97M-V def2-TZVPD def2/J DEFGRID3
* xyz 1 1
Ta 1.28 0.52 0.53
O -1.09 2.43 3.16
C 0.05 2.28 2.78
O 0.29 1.83 1.54
C 1.23 2.62 3.61
C 0.94 3.23 4.84
C 1.94 3.57 5.72
C 3.26 3.30 5.39
C 3.56 2.69 4.19
C 2.56 2.33 3.27
S 3.15 1.58 1.79
H -0.10 3.43 5.07
H 1.69 4.05 6.66
H 4.06 3.56 6.07
H 4.59 2.47 3.93
O -1.58 0.41 -2.37
C -0.95 0.29 -1.35
O 0.03 1.08 -0.96
C -1.12 -0.89 -0.37
O -1.92 -1.77 -0.52
O -0.23 -0.82 0.60
C -0.62 -2.32 -5.45
N 0.41 -2.16 -4.44
C 1.79 -2.16 -4.88
C 0.09 -2.06 -3.15
O 0.90 -1.92 -2.22
H -0.56 -1.51 -6.18
H -1.60 -2.30 -4.98
H -0.50 -3.27 -5.97
H 1.90 -1.48 -5.73
H 2.09 -3.16 -5.20
H 2.43 -1.83 -4.07
H -0.99 -2.08 -2.95
C 0.18 -0.73 9.15
C 0.22 -0.71 7.65
C -0.95 -0.84 6.90
C -0.93 -0.79 5.52
C -2.25 -0.92 4.79
C 0.31 -0.61 4.86
C 0.24 -0.52 3.42
O 1.20 -0.50 2.63
C 1.50 -0.47 5.60
C 2.87 -0.23 5.01
C 1.43 -0.53 6.98
H -0.72 -1.21 9.52
H 0.20 0.29 9.54
H 1.04 -1.25 9.56
H -1.89 -0.98 7.42
H -3.05 -1.05 5.52
H -2.26 -1.79 4.13
H -2.47 -0.04 4.19
H -0.76 -0.47 2.99
H 3.50 -1.10 5.19
H 2.86 -0.01 3.95
H 3.33 0.61 5.52
H 2.34 -0.41 7.55
C 0.39 4.03 -1.64
N 1.71 3.77 -1.06
C 1.91 4.48 0.21
P 2.66 2.56 -1.59
O 2.47 1.17 -0.94
N 4.19 3.04 -1.28
C 4.67 4.40 -1.44
C 5.25 2.06 -1.09
N 2.37 2.31 -3.17
C 2.56 3.41 -4.11
C 1.58 1.20 -3.70
H -0.39 3.75 -0.94
H 0.25 3.44 -2.55
H 0.30 5.09 -1.88
H 1.14 4.21 0.92
H 1.86 5.56 0.03
H 2.88 4.23 0.64
H 3.85 5.09 -1.62
H 5.37 4.46 -2.27
H 5.20 4.71 -0.53
H 4.83 1.06 -0.96
H 5.81 2.31 -0.19
H 5.93 2.05 -1.94
H 3.24 4.15 -3.69
H 1.62 3.90 -4.36
H 3.01 3.03 -5.03
H 1.60 0.36 -3.01
H 2.02 0.89 -4.65
H 0.54 1.48 -3.87
C 3.52 -3.34 -0.94
As 2.44 -2.78 0.52
C 3.30 -3.21 2.16
C 0.73 -3.61 0.49
O 2.43 -1.09 0.44
H 3.69 -4.42 -0.88
H 4.46 -2.80 -0.89
H 2.98 -3.09 -1.85
H 3.39 -4.29 2.26
H 2.70 -2.81 2.98
H 4.28 -2.74 2.18
H 0.90 -4.69 0.50
H 0.20 -3.31 -0.41
H 0.17 -3.30 1.37
*
```

***

ORCA calculation (wB97M-V/def2-TZVPD) on a molecular structure, C34H34BrInN5O8.

- ΔE to the lowest compared entry with this formula, charge and spin (eV) = 0.000
- HOMO level (eV) = -5.3
- orbital gap (eV) = 7.75

```
! RIJCOSX wB97M-V def2-TZVPD def2/J DEFGRID3
* xyz -1 1
In -0.35 0.19 0.05
C 3.08 -2.69 2.62
N 3.11 -1.27 2.37
C 2.61 -0.44 3.45
C 1.25 0.20 3.17
C 0.09 -0.77 3.10
N -0.27 -1.25 1.76
C -0.73 -2.44 1.67
C -1.47 -3.02 0.57
C -1.58 -4.42 0.54
C -2.33 -5.08 -0.41
C -3.02 -4.30 -1.35
C -2.96 -2.93 -1.34
C -2.18 -2.23 -0.39
O -2.16 -0.94 -0.40
C 4.33 -0.75 1.78
C 4.65 -1.29 0.39
C 3.44 -1.28 -0.54
N 2.77 0.01 -0.51
C 2.92 0.77 -1.51
C 2.32 2.10 -1.66
C 2.77 2.88 -2.73
C 2.31 4.17 -2.93
C 1.38 4.69 -2.04
C 0.90 3.93 -0.99
C 1.33 2.60 -0.79
O 0.79 1.92 0.19
H 3.82 -3.20 2.00
H 2.11 -3.13 2.37
H 3.31 -2.94 3.67
H 3.33 0.36 3.65
H 2.54 -1.03 4.38
H 1.32 0.81 2.26
H 1.04 0.91 3.98
H -0.81 -0.27 3.47
H 0.27 -1.64 3.75
H -0.61 -3.09 2.54
H -1.05 -4.99 1.30
H -2.39 -6.16 -0.42
H -3.62 -4.80 -2.11
H -3.50 -2.34 -2.06
H 5.21 -0.90 2.44
H 4.20 0.33 1.68
H 5.04 -2.31 0.44
H 5.45 -0.68 -0.03
H 2.72 -2.03 -0.22
H 3.75 -1.56 -1.56
H 3.54 0.44 -2.37
H 3.51 2.46 -3.40
H 2.68 4.77 -3.76
H 1.01 5.71 -2.17
H 0.14 4.31 -0.31
C -1.74 2.78 -2.74
C -0.95 1.57 -3.06
N -0.53 0.64 -2.22
C 0.11 -0.32 -2.97
C 0.09 0.04 -4.28
N -0.59 1.23 -4.32
C 0.61 -0.53 -5.55
O 1.27 -1.66 -5.47
O 0.41 0.06 -6.59
C 0.70 -1.51 -2.28
O 1.31 -2.35 -2.98
O 0.55 -1.55 -1.03
H -1.69 2.99 -1.67
H -2.79 2.62 -2.98
H -1.37 3.64 -3.30
H -0.75 1.75 -5.16
H 1.31 -1.99 -4.50
Br -3.63 4.73 2.64
C -4.33 2.97 2.82
C -5.43 2.80 3.66
C -5.97 1.54 3.84
C -5.40 0.44 3.19
C -4.29 0.63 2.38
C -3.75 1.89 2.17
C -2.58 1.98 1.20
O -2.62 2.79 0.28
O -1.65 1.15 1.48
H -5.85 3.66 4.16
H -6.83 1.41 4.48
H -5.81 -0.55 3.33
H -3.82 -0.21 1.87
*
```

***

ORCA calculation (wB97M-V/def2-TZVPD) on a single C2H3NO3 molecule.

- ΔE to the lowest compared entry with this formula, charge and spin (eV) = 6.296
- HOMO level (eV) = -11.2
- orbital gap (eV) = 11.70
- SMILES = C=CO[N+](=O)[O-]

```
! RIJCOSX wB97M-V def2-TZVPD def2/J DEFGRID3
* xyz 0 1
C -0.01 -0.88 1.36
C 0.01 -0.70 0.09
O -0.74 0.47 -0.49
N 0.03 1.32 -1.24
O -0.49 2.39 -1.36
O 1.05 0.92 -1.75
H 0.36 -1.76 1.87
H -0.40 -0.28 2.16
H 0.18 -1.48 -0.63
*
```

***

ORCA calculation (wB97M-V/def2-TZVPD) on a molecular structure, C3H3NO4S3.

- HOMO level (eV) = -9.5
- orbital gap (eV) = 8.21

```
! RIJCOSX wB97M-V def2-TZVPD def2/J DEFGRID3
* xyz 0 1
C -2.14 -0.12 -0.12
C -1.64 -1.25 0.46
C -1.10 0.87 -0.18
N 0.12 0.46 0.07
O 1.96 -0.82 0.94
O 1.84 -1.61 -1.44
O 2.44 0.79 -0.72
O 1.09 2.64 0.20
S 2.64 -0.91 -0.47
S 1.54 1.31 0.54
S 0.00 -1.48 0.84
H -3.07 0.24 -0.38
H -2.36 -2.09 0.72
H -1.34 1.97 -0.45
*
```

***

no.,calculated total energy (Ha)
1,-7339.5641
2,-521.8913
3,-3639.0801
4,-757.0348
5,-3476.2709
6,-648.9572
7,-5215.1852
8,-4956.1505
9,-358.2983
10,-1666.2428